Version 1
This record from OMol25 describes a cluster of 2 separate species, C2H8NS in total. The level of theory is ωB97M-V/def2-TZVPD.

The geometry in XYZ format:
```
12
Properties=species:S:1:pos:R:3
S -3.2526 -0.2780 -1.0067
H -3.1873 1.0608 -1.1971
C 0.2362 -1.1519 -0.1340
C 1.0378 -0.0539 0.6015
N 0.7892 1.2205 -0.0945
H 0.0790 -1.9936 0.5399
H -0.7300 -0.6692 -0.3116
H 0.7450 -1.3845 -1.0607
H 0.7538 -0.1083 1.6712
H 2.1274 -0.1281 0.7120
H -0.1246 1.6068 0.1470
H 1.5262 1.8793 0.1329
```

Computed properties:
**LUMO energy**: 3.8 eV
**Frontier orbital gap**: 6.30 eV
**Total charge**: -1
**E_HOMO**: -2.46 eV

Version 2
This record from OMol25 describes a cluster of 2 separate species, C2H8NS in total. The level of theory is ωB97M-V/def2-TZVPD.

The geometry in XYZ format:
```
12
Properties=species:S:1:pos:R:3
N -1.0864 0.0322 -3.3574
H -2.0374 0.3802 -3.5171
H -1.2262 -1.0112 -3.3925
H -0.9678 -0.0876 -2.2491
C 0.9439 0.7346 1.8742
C 0.5897 -0.6132 1.4969
S -0.6848 -0.5519 -0.0052
H 0.0258 1.2705 1.9898
H 1.5564 1.2124 1.0964
H 1.6869 0.7805 2.6284
H -0.1775 -0.9090 2.3467
H 1.3775 -1.2375 1.0890
```

Computed properties:
**LUMO energy**: 4.4 eV
**Frontier orbital gap**: 6.85 eV
**Total charge**: -1
**E_HOMO**: -2.49 eV

Version 3
This record from OMol25 describes a cluster of 2 separate species, C2H8NS in total. The level of theory is ωB97M-V/def2-TZVPD.

The geometry in XYZ format:
```
12
Properties=species:S:1:pos:R:3
S 1.0276 -1.4406 -3.2310
H 1.4529 -2.0142 -2.0820
C -0.9988 1.2852 0.7004
C 0.2146 0.4380 0.3674
N -0.0908 -1.0070 0.6450
H -1.7854 0.9726 0.0140
H -0.7341 2.3412 0.6972
H -1.2441 1.0313 1.7323
H 1.0037 0.6767 1.0921
H 0.5829 0.5783 -0.6479
H 0.8178 -1.3437 0.9408
H -0.2465 -1.5179 -0.2283
```

Computed properties:
**LUMO energy**: 4.0 eV
**Frontier orbital gap**: 6.63 eV
**Total charge**: -1
**E_HOMO**: -2.63 eV

Going by the computed energies, the most stable comes first: version 3, version 1, version 2.

Version 1
This record from OMol25 describes a cluster of 2 separate species, C9H16N3O in total. The level of theory is ωB97M-V/def2-TZVPD.

The geometry in XYZ format:
```
29
Properties=species:S:1:pos:R:3
C 0.1526 0.6790 3.5858
C 0.9766 1.6159 1.4940
N 0.4366 0.5900 2.1368
N 1.1605 2.8143 2.0716
N 1.5191 1.4917 0.2436
H 0.2239 -0.2937 1.6907
H 0.5374 3.0951 2.8405
H 1.5826 3.5616 1.5453
H 1.5148 0.5591 -0.1659
H 1.6796 2.1944 -0.4847
H -0.8675 0.9807 3.8009
H 0.8507 1.3999 4.0069
H 0.4328 -0.2668 4.0637
C 0.9498 -0.2176 -3.2682
C -1.4331 -0.5237 -2.4350
C -0.0510 -0.5400 -2.1940
C -2.2660 -1.2337 -1.5656
C 0.5087 -1.2135 -1.1145
C -1.6828 -1.7696 -0.3909
C -0.3002 -1.8869 -0.2010
O -2.4577 -2.5175 0.4406
H -1.7819 -0.4874 -3.4685
H -3.3374 -1.2844 -1.5946
H 0.5941 0.3362 -4.1171
H 1.2746 -1.0840 -3.8509
H 1.5980 -1.4601 -1.0613
H -0.0889 -2.5094 0.6379
H -3.3932 -2.4608 0.1313
H 1.6674 0.4311 -2.7774
```

Computed properties:
**LUMO energy**: -2.7 eV
**Frontier orbital gap**: 8.75 eV
**Total charge**: +1
**E_HOMO**: -11.42 eV

Version 2
This record from OMol25 describes a cluster of 2 separate species, C9H16N3O in total. The level of theory is ωB97M-V/def2-TZVPD.

The geometry in XYZ format:
```
29
Properties=species:S:1:pos:R:3
C -1.7932 -2.0924 2.9331
C -2.0720 -3.2168 1.9928
C 1.6491 -0.1204 0.3491
C -0.0602 -0.8405 -1.1691
C -0.4956 0.9284 0.7544
C 1.9803 1.1813 -0.4330
C 0.5458 0.2080 -2.0836
C -0.1720 2.0348 -0.3143
C 0.1721 -0.3468 0.1802
N -0.6345 -1.5918 2.6568
N -0.1344 -2.1460 1.6396
N 0.8131 1.5232 -1.3080
O -1.0081 -3.0508 1.0346
H -2.3440 -1.8485 3.7344
H -1.9423 -4.1953 2.4058
H -3.0640 -3.3516 1.3628
H 2.3506 -0.8253 -0.0042
H 1.7228 -0.0875 1.4013
H -1.0399 -0.9218 -1.3687
H 0.3589 -1.7953 -1.1287
H -0.0899 1.1189 1.8018
H -1.6134 0.9473 0.8105
H 2.1053 2.1006 0.0149
H 2.9501 1.0401 -1.1482
H 1.5105 0.0773 -2.3900
H -0.0042 0.5979 -2.9645
H -1.1854 2.4153 -0.6767
H 0.2197 2.7822 0.2488
H 1.1833 2.3097 -1.8725
```

Computed properties:
**LUMO energy (spin up / spin down)**: -3.3 / -3.5 eV
**Frontier orbital gap (spin up / spin down)**: 7.89 / 7.51 eV
**Total charge**: +1
**E_HOMO (spin up / spin down)**: -11.24 / -11.06 eV

Going by the computed energies, the most stable comes first: version 1, version 2.

Version 1
This record from OMol25 describes an isolated molecule of C7H15N. The level of theory is ωB97M-V/def2-TZVPD.

The geometry in XYZ format:
```
23
Properties=species:S:1:pos:R:3
C 3.4176 -0.3674 -1.1239
C 2.0864 -0.2583 -1.4114
C 1.3445 -1.3267 -0.6317
C -0.2137 -1.1705 -0.2969
C -0.4246 -0.3103 0.8652
C -1.3575 1.0200 0.7664
C -2.3451 0.8676 1.8873
N -1.9778 1.3317 -0.5352
H 4.1750 0.3499 -1.4570
H 3.9678 -1.1364 -0.3946
H 1.6964 0.3727 -2.2098
H 1.9108 -1.3233 0.3694
H 1.5708 -2.1580 -1.3190
H -0.5074 -2.1396 -0.1472
H -0.7062 -0.5579 -1.0388
H 0.6267 0.0694 1.3110
H -0.8925 -0.9265 1.6220
H -0.4947 1.8131 1.1321
H -1.6349 0.8048 2.7668
H -2.7235 1.8614 1.8389
H -2.9633 0.0281 1.9396
H -2.7568 0.7064 -0.5712
H -2.4695 2.1878 -0.4252
```

Computed properties:
**LUMO energy**: 1.0 eV
**Frontier orbital gap**: 10.06 eV
**Structure (SMILES)**: C=CCCC[C@H](C)N
**Total charge**: 0
**E_HOMO**: -9.02 eV

Version 2
This record from OMol25 describes an isolated molecule of C7H15N. The level of theory is ωB97M-V/def2-TZVPD.

The geometry in XYZ format:
```
23
Properties=species:S:1:pos:R:3
C 0.4075 -0.8951 2.6566
C -0.0331 0.2529 2.1266
N 0.1381 1.4604 2.7694
C -0.7852 0.2709 0.8059
C -0.0287 -0.2981 -0.4203
C 1.2345 0.5135 -0.7222
C -1.0054 -0.3505 -1.6160
C -0.3739 -0.7480 -2.9417
H 0.2504 -1.8470 2.1596
H 0.9208 -0.9208 3.6122
H 0.2089 2.2597 2.1455
H 0.8599 1.4556 3.4851
H -1.0910 1.3016 0.5770
H -1.7218 -0.2853 0.9479
H 0.2825 -1.3288 -0.2057
H 1.9244 0.5016 0.1278
H 0.9919 1.5561 -0.9504
H 1.7825 0.0958 -1.5728
H -1.7952 -1.0763 -1.3821
H -1.5017 0.6195 -1.7421
H 0.2335 0.0674 -3.3470
H 0.2556 -1.6364 -2.8361
H -1.1546 -0.9688 -3.6772
```

Computed properties:
**LUMO energy**: 1.1 eV
**Frontier orbital gap**: 9.08 eV
**Structure (SMILES)**: C=C(N)C[C@H](C)CC
**Total charge**: 0
**E_HOMO**: -8.01 eV

Going by the computed energies, the most stable comes first: version 2, version 1.

Version 1
This record from OMol25 describes an isolated molecule of C7H15N. The level of theory is ωB97M-V/def2-TZVPD.

The geometry in XYZ format:
```
23
Properties=species:S:1:pos:R:3
C -0.9953 -0.1579 -2.8054
C -1.2487 -1.0518 -1.5924
C -0.0377 -1.0731 -0.6375
N 0.3838 0.2721 -0.1966
C 1.6258 0.2034 0.6006
C 1.2950 0.5788 2.0651
C -0.2193 0.5031 2.1341
C -0.6265 0.8863 0.7086
H -1.1883 0.8847 -2.5887
H -1.4489 -0.5570 -3.7146
H 0.0697 -0.2314 -3.0677
H -1.4475 -2.0920 -1.8226
H -2.1068 -0.6753 -1.0298
H 0.8017 -1.3818 -1.2575
H -0.2466 -1.7635 0.1874
H 2.3035 0.9789 0.2413
H 2.1088 -0.7634 0.4549
H 1.6496 1.5871 2.2761
H 1.8015 -0.0742 2.7796
H -0.6949 1.2138 2.8078
H -0.5724 -0.5062 2.3510
H -1.6178 0.5222 0.4767
H -0.6402 1.9650 0.5281
```

Computed properties:
**LUMO energy**: 1.1 eV
**Frontier orbital gap**: 9.57 eV
**Structure (SMILES)**: CCCN1CCCC1
**Total charge**: 0
**E_HOMO**: -8.43 eV

Version 2
This record from OMol25 describes an isolated molecule of C7H15N. The level of theory is ωB97M-V/def2-TZVPD.

The geometry in XYZ format:
```
23
Properties=species:S:1:pos:R:3
C 1.3075 2.0395 2.8419
C 0.3447 1.2335 2.4247
C -0.7746 1.6366 1.4051
C -1.0365 0.3437 0.5957
N 0.1979 -0.0756 -0.0717
C 0.1476 -1.4945 -0.4050
C -0.1189 -1.9373 -1.8677
C 0.1113 -0.8994 -3.0058
H 1.2507 2.9855 2.4327
H 2.1933 1.9983 3.5371
H 0.4641 -0.0439 2.5000
H -0.4150 2.4877 0.8620
H -1.6892 1.9870 1.9709
H -1.2182 -0.4743 1.4247
H -1.9005 0.6633 -0.0361
H 0.5076 0.5612 -0.8064
H 1.1012 -1.9365 -0.0688
H -0.5945 -2.0726 0.2608
H 0.6991 -2.6193 -2.1096
H -1.0503 -2.3968 -1.8833
H 1.1629 -0.5184 -3.1345
H -0.0872 -1.4056 -4.0010
H -0.6030 -0.0622 -2.8657
```

Computed properties:
**LUMO energy**: 1.1 eV
**Frontier orbital gap**: 9.62 eV
**Structure (SMILES)**: C=CCCNCCC
**Total charge**: 0
**E_HOMO**: -8.55 eV

Version 3
This record from OMol25 describes a cluster of 2 separate species, C7H15N in total. The level of theory is ωB97M-V/def2-TZVPD.

The geometry in XYZ format:
```
23
Properties=species:S:1:pos:R:3
C 1.4497 0.4663 -1.4438
C 0.4000 -0.1232 -0.8461
C -0.2763 -1.2980 -1.4954
C -0.6804 0.8631 -0.0769
C -1.9897 0.6799 0.0750
C -2.9267 1.6663 0.7009
H 1.9392 1.3320 -1.0285
H 1.8653 0.0900 -2.3642
H 0.4474 -1.9095 -2.0341
H -0.7604 -1.8963 -0.7257
H -1.0298 -0.9735 -2.2119
H -0.2648 1.8377 0.1726
H -2.4638 -0.2359 -0.2631
H -2.3971 2.5596 1.0298
H -3.4329 1.2234 1.5663
H -3.7044 1.9632 -0.0093
C 2.5057 -0.6554 1.3009
N 1.1858 -1.1784 0.9502
H 2.7691 -0.8117 2.3563
H 2.4955 0.4131 1.0868
H 3.2488 -1.1289 0.6612
H 1.1513 -2.1835 1.0900
H 0.4685 -0.7002 1.5089
```

Computed properties:
**LUMO energy**: 1.0 eV
**Frontier orbital gap**: 8.50 eV
**Structure (SMILES)**: C=C(C)/C=C/C.CN
**Total charge**: 0
**E_HOMO**: -7.50 eV

Going by the computed energies, the most stable comes first: version 1, version 3, version 2.